The following is a DFT calculation (ωB97M-V/def2-TZVPD) of C22H30BrF4N6O2SeSr as an isolated structure in a non-equilibrium geometry.

Total charge: -1
Energy, a.u.: -6741.141269

```
67
Properties=species:S:1:pos:R:3:forces:R:3:mulliken_charge:R:1
C 4.046 2.758 -0.562 0.0 0.0 0.0 -0.21
H -1.764 -2.295 -3.474 0.0 0.0 0.0 0.30
H -3.570 3.026 -3.209 -0.1 -0.1 0.1 0.21
C -2.335 -0.447 -4.373 0.0 0.2 0.1 -0.94
H 1.092 0.147 4.730 0.0 0.0 0.0 0.28
H -0.761 0.125 -3.094 0.0 0.2 -0.2 -0.06
N 0.079 -0.298 2.915 -0.1 0.0 -0.1 0.89
C -0.859 -1.303 3.407 0.0 0.0 0.0 -1.06
C 2.523 3.858 1.436 -0.1 -0.1 0.0 0.51
H -1.205 1.606 -1.312 1.1 1.3 -0.6 0.29
F 4.780 2.181 -1.534 0.0 0.0 0.0 -0.32
C 2.095 2.599 0.938 0.1 0.1 0.0 -0.62
H -1.144 -1.109 4.454 0.0 0.0 0.0 0.36
H -1.332 0.954 2.073 -0.3 0.0 0.1 0.21
C 0.354 2.160 2.519 0.0 0.1 0.2 -1.18
H -1.766 -1.290 2.800 0.0 0.0 0.0 0.24
H 1.044 2.336 3.355 0.0 0.0 0.0 0.53
H -1.105 1.236 3.809 0.0 -0.1 0.0 0.39
C 4.441 3.985 -0.050 0.0 0.0 0.0 -0.61
H -1.684 -0.650 -5.225 0.0 0.0 0.0 0.30
N -3.103 2.282 -3.693 -0.2 0.4 -0.8 -0.36
H 3.542 -3.228 3.326 0.0 0.0 0.0 0.37
H 1.636 -1.304 3.860 0.0 0.0 0.0 0.40
C 2.660 -2.469 0.158 0.0 0.0 0.0 -0.41
F 2.609 0.894 -0.609 0.0 -0.1 -0.1 -0.01
C 1.697 -3.780 2.398 0.0 0.0 0.0 -0.23
C 2.946 -3.178 2.421 0.0 0.0 0.0 -0.48
H 4.404 -2.015 1.336 0.0 0.0 0.0 0.42
H -4.454 -1.048 -2.651 0.0 0.0 -0.1 0.36
O -3.872 0.947 -1.453 0.4 -0.2 0.8 -0.73
H -1.890 3.098 -1.724 0.0 0.1 -0.3 0.27
H 5.313 4.504 -0.414 0.0 0.0 0.0 0.49
H 1.329 -4.295 3.278 0.0 0.0 0.0 0.38
Br 1.006 -0.767 -2.934 0.7 -0.5 0.3 -0.71
H 0.847 -3.089 -0.793 0.0 0.0 0.0 0.70
H -3.648 -1.490 -0.353 0.0 0.0 0.0 0.43
C 0.880 -3.747 1.256 0.0 0.1 0.0 -0.36
H -3.990 -2.711 -2.305 0.0 0.0 0.1 0.42
N -1.673 -1.864 -0.846 0.1 0.1 0.1 0.23
C -2.695 -1.767 -3.699 0.1 -0.1 -0.1 -0.55
H -0.429 -2.300 3.326 0.0 0.0 0.0 0.14
H -1.750 -2.739 -0.319 0.0 0.0 0.0 -0.21
N -1.442 2.266 -2.076 0.5 4.7 -6.3 -0.37
O -1.764 0.840 -0.736 -2.0 -6.6 6.9 -0.32
C 2.939 2.108 -0.092 0.0 0.1 0.1 0.29
C -2.080 1.655 -3.088 1.0 1.9 0.6 0.16
N -1.650 0.477 -3.483 -0.7 -0.4 -0.4 0.36
H 3.019 -1.971 -0.737 0.0 0.0 0.0 0.44
H -3.537 1.908 -4.513 -0.1 -0.1 0.1 0.16
Sr 0.256 -0.280 0.089 0.9 -0.4 0.4 1.22
H 2.068 0.295 3.242 0.0 0.0 0.0 0.14
C -2.876 0.312 -1.096 -1.1 -0.6 -0.3 0.10
C -0.579 1.012 2.868 0.1 0.0 -0.3 -1.00
C 1.285 -0.282 3.733 0.0 0.0 0.1 -1.20
H -0.269 3.064 2.457 0.0 0.0 0.0 0.49
H -3.247 0.010 -4.761 0.0 0.0 0.0 0.40
C 1.416 -3.091 0.132 -0.1 0.0 0.0 -0.85
H -3.183 -2.374 -4.467 -0.1 0.0 0.0 0.41
N 1.053 1.846 1.296 -0.1 -0.1 -0.1 0.49
C 3.436 -2.500 1.311 0.0 0.0 0.0 -0.37
F 1.796 4.506 2.385 0.0 0.0 0.0 -0.35
C 3.644 4.501 0.953 0.0 0.0 0.0 0.15
C -2.945 -1.232 -1.151 -0.1 0.1 -0.1 0.23
F 3.958 5.704 1.483 0.0 0.0 0.0 -0.34
C -3.600 -1.703 -2.467 0.0 0.0 0.0 -1.01
H -1.144 -2.060 -1.690 0.0 0.0 0.0 0.09
Se -0.848 -4.524 1.238 0.0 0.0 0.0 -0.41
```
Positions in Å, forces in eV/Å.



The following is a DFT calculation (ωB97M-V/def2-TZVPD) of C22H30ClF9NO10Si2 as an isolated structure in a non-equilibrium geometry.

Total charge: -1
Energy, a.u.: -3601.619983

```
75
Properties=species:S:1:pos:R:3:forces:R:3:mulliken_charge:R:1
Si -0.897 -1.299 -0.005 -1.0 0.3 0.2 0.15
C -3.989 0.558 6.326 0.1 -0.1 -0.3 -1.11
H 1.648 -3.540 1.072 0.3 1.0 1.2 0.23
H 0.985 1.888 -5.990 -0.1 0.0 -0.1 0.30
H -4.236 -0.503 6.232 0.0 0.1 0.1 0.30
C 1.590 -1.289 1.631 0.1 -0.4 0.4 0.80
C -2.084 -4.113 -0.160 4.1 -1.1 -4.2 -0.26
N 0.040 -4.888 -2.388 -2.9 0.5 2.6 -0.57
F 1.165 -0.383 6.823 -0.6 0.3 -0.1 -0.29
O -2.543 -0.700 0.065 1.1 -0.7 -2.2 -0.40
H 3.170 -2.832 1.890 -1.8 -0.2 0.0 0.37
O -1.800 0.507 -3.789 -1.4 -0.8 2.5 -0.70
C -2.111 0.778 -2.578 3.5 5.5 -1.5 0.52
F 4.281 2.666 2.876 -0.6 0.5 0.0 -0.27
H -2.865 -3.867 0.627 1.2 -0.5 -1.2 0.34
H 1.500 0.328 -5.370 -0.1 -0.1 0.0 0.28
C -0.038 -3.625 -1.753 -1.1 0.0 1.0 -0.02
O -1.732 -0.041 7.001 0.9 -0.1 -0.4 -0.32
F -0.085 -1.764 5.730 -0.3 0.6 0.1 -0.27
F 1.886 -1.202 -10.371 -0.1 0.1 0.5 -0.26
H -0.389 -0.790 -6.623 0.3 0.1 -0.1 0.30
O 1.904 -1.604 -7.144 0.5 0.3 -1.0 -0.51
C 0.269 -0.465 5.815 1.6 -1.3 -0.6 0.95
H 1.506 6.399 0.106 -0.2 0.0 0.0 0.30
H 0.746 -2.857 -2.113 -1.3 -1.5 0.5 0.27
H -4.490 -1.965 -2.430 1.3 0.0 -0.1 0.25
H -3.213 0.428 8.322 0.3 -0.2 -0.1 0.31
H 0.609 7.476 1.200 0.0 -0.1 0.0 0.37
C -0.927 0.457 6.039 -1.5 1.0 0.5 0.31
C -0.014 -1.107 1.677 0.0 0.3 1.0 -0.42
Cl -5.092 0.568 -1.280 1.0 -0.8 0.1 -0.40
C -0.939 -5.833 -1.988 -0.8 3.1 2.3 -0.20
F 3.707 -1.486 -9.242 -0.6 0.2 0.3 -0.25
H -0.969 -6.875 -2.473 0.2 1.9 0.8 0.29
H -0.066 0.991 -4.868 -0.1 0.0 -0.1 0.21
C 1.765 -0.793 -8.023 -1.6 0.4 1.6 0.38
H -2.708 -6.307 -0.597 1.3 1.4 -0.6 0.25
H -0.925 0.789 -7.179 0.2 -0.1 -0.3 0.30
H 2.027 -0.697 2.522 -0.8 -1.0 -1.4 -0.01
H 2.027 0.388 0.146 0.2 -1.7 0.0 0.23
O 1.361 4.211 1.609 0.9 -0.7 0.6 -0.24
C 2.370 4.059 2.489 -1.3 1.5 0.0 0.26
H 1.675 -3.158 2.934 0.3 0.4 -1.6 0.28
C 2.586 -0.743 -9.310 1.1 0.1 -1.3 0.85
O 0.832 0.177 -8.025 1.0 -0.8 -0.9 -0.31
C 1.252 6.595 1.151 0.4 0.0 0.0 -1.11
H -2.599 1.813 7.428 0.1 -0.2 -0.2 0.30
O -3.503 -1.871 -2.411 -1.1 1.9 1.6 -0.51
O -1.679 1.995 -2.060 -2.4 -5.3 -0.7 -0.74
H 2.175 -1.365 -0.619 -0.1 1.1 1.4 0.24
Si -3.175 -0.404 -1.517 -0.4 -0.6 0.0 0.54
C 0.628 0.894 -5.706 0.4 0.0 0.0 -0.83
C 0.561 5.392 1.764 -0.5 0.7 -0.1 -0.27
C -0.993 -3.090 -0.667 -1.0 -4.5 -0.9 0.49
H 0.318 5.560 2.818 0.3 -0.1 -0.1 0.31
F 0.939 -0.181 4.685 -0.7 0.3 0.6 -0.21
F 2.979 0.510 -9.625 -0.3 -0.3 0.4 -0.25
H -0.380 5.205 1.243 0.3 -0.3 0.0 0.37
H -0.163 -0.508 -1.016 -0.1 -0.1 0.0 -0.03
O -1.116 1.499 5.468 0.6 -0.9 0.2 -0.52
C 2.302 -0.710 0.317 0.9 -0.1 0.7 -1.29
O 2.630 4.839 3.370 0.3 -0.9 -0.4 -0.54
F 3.366 2.543 0.928 -0.3 0.5 0.4 -0.25
H 3.440 -0.718 0.537 -1.7 0.0 -0.4 0.41
H -4.885 1.106 6.624 0.1 0.0 0.0 0.37
C -2.876 0.759 7.336 -0.7 0.3 0.1 -0.19
C 2.012 -2.828 1.887 0.8 0.9 0.1 -1.26
C -0.045 0.215 -6.881 -0.5 0.2 1.0 -0.16
H 2.186 6.821 1.670 -0.1 0.0 0.1 0.31
C -1.965 -5.483 -0.899 0.5 1.4 0.2 -0.39
H -0.465 -1.817 2.470 0.7 1.0 -1.2 0.32
F 2.372 1.681 2.643 -0.1 0.7 0.1 -0.24
C 3.099 2.743 2.235 1.0 -1.7 -0.5 0.98
H -3.688 0.903 5.334 0.0 0.1 0.1 0.33
H -0.264 -0.042 2.063 0.4 -1.6 -0.7 0.20
```
Positions in Å, forces in eV/Å.



The following is a DFT calculation (ωB97M-V/def2-TZVPD) of C22H30F4N8O4OsPS as an isolated structure.

Multiplicity: 5
<S²>: 6.047
Total charge: +3
Energy, a.u.: -2824.086353

```
71
Properties=species:S:1:pos:R:3:forces:R:3:mulliken_charge:R:1
C 4.047 0.374 -0.130 -0.2 0.1 0.0 -1.35
H -5.428 5.041 3.665 0.0 0.0 0.0 0.25
H 0.878 -4.077 -4.773 0.0 0.0 0.0 0.41
C -4.952 3.407 0.817 0.0 0.1 0.1 -0.74
N -5.617 4.531 2.812 -0.1 0.1 0.1 -0.33
H -3.479 -2.479 3.610 0.0 0.0 0.0 0.55
S -1.279 2.885 -0.778 -0.3 0.3 0.1 1.08
C -1.602 0.312 -1.011 0.2 0.1 0.2 0.48
H -4.139 2.501 -0.931 0.0 0.0 0.0 0.57
F 0.183 -2.574 0.998 0.1 0.0 0.0 -0.30
C 4.675 -2.759 -1.867 0.2 0.0 0.1 -0.97
H 5.082 -1.772 -1.672 0.0 0.0 0.0 0.35
C -3.941 2.997 0.007 0.3 0.1 0.0 -0.55
H -0.822 -2.859 -1.412 0.0 0.0 0.0 0.79
O -0.159 3.642 -0.296 0.1 0.1 0.0 -0.77
H 4.836 1.082 0.131 0.0 0.0 0.0 0.43
H 0.585 -2.730 -3.853 0.0 0.0 0.0 0.30
C -2.598 3.256 0.379 -0.1 0.0 0.1 -0.10
H -3.058 4.893 3.313 0.0 0.0 0.0 0.38
H 3.027 -4.408 -3.767 0.0 0.0 -0.1 0.40
Os 1.068 -0.253 -0.384 0.1 -0.1 0.1 1.35
H 2.502 1.731 -1.940 0.0 0.0 0.0 0.24
C -1.334 0.066 2.921 -0.1 0.2 0.1 0.73
O 2.170 -1.426 -1.993 -0.1 0.3 0.2 -0.76
H -5.988 3.245 0.546 0.0 0.0 0.0 0.37
C -0.664 -1.909 1.820 0.1 -0.2 0.0 0.16
H 3.332 1.006 2.066 -0.1 -0.1 0.0 0.45
N 1.077 -3.629 -3.874 0.0 0.0 0.0 -0.22
N -0.852 1.353 -0.575 -0.3 -0.7 -0.3 -0.45
H -3.220 -2.910 -2.168 0.0 0.0 0.0 0.47
H 2.853 2.591 1.460 0.1 0.0 0.0 0.36
C -2.413 -0.622 3.454 0.0 0.1 0.1 0.21
H 5.679 -4.445 -1.061 0.0 0.0 0.0 0.36
C 2.554 -3.433 -3.660 -0.1 -0.1 -0.3 -0.88
P 2.826 -2.786 -1.971 -0.2 -0.3 0.1 1.39
O 2.444 -3.842 -0.988 -0.1 0.2 -0.2 -0.98
C -1.434 -1.965 -1.457 0.3 -0.1 0.2 -0.20
C -3.442 -0.788 -1.749 0.0 0.0 0.0 -0.29
C 2.597 1.531 1.459 0.1 0.0 -0.1 -1.32
F -1.227 1.376 3.195 0.0 -0.1 0.0 -0.35
N -2.900 0.342 -1.327 0.1 0.0 -0.1 -0.30
C -4.643 4.104 2.033 0.1 0.0 -0.1 1.22
C -0.419 -0.567 2.089 0.4 0.2 -0.1 -0.28
H 5.122 -3.127 -2.789 0.0 0.0 0.0 0.48
N 2.720 1.009 0.050 0.1 0.0 -0.1 0.73
C -1.740 -2.587 2.346 0.0 -0.1 0.0 0.22
H 0.537 2.146 1.719 0.1 -0.1 -0.1 -0.15
F -1.898 -3.869 2.020 0.0 0.0 0.0 -0.30
N 5.055 -3.700 -0.746 0.3 0.2 -0.2 -0.19
N -0.856 -0.829 -1.041 0.1 -0.1 -0.1 -0.12
N 0.695 0.049 1.487 -0.4 0.2 -0.1 -0.06
H 5.519 -3.223 0.028 0.0 0.0 0.0 0.34
H 1.762 2.766 -0.687 0.0 -0.1 0.0 0.34
C -2.742 -1.997 -1.846 -0.2 0.1 -0.1 -1.15
H -6.589 4.385 2.572 0.0 0.0 0.0 0.25
C -2.278 3.941 1.570 0.0 -0.2 -0.2 -0.24
C 2.615 2.138 -0.935 0.0 -0.1 0.2 -1.08
C -3.276 4.356 2.397 -0.2 0.0 0.0 -0.79
H 2.920 -2.756 -4.431 0.0 0.0 0.0 0.40
O -1.847 3.136 -2.064 0.1 -0.1 0.0 -0.70
H -1.244 4.158 1.798 0.0 0.0 0.0 0.52
H 4.167 -4.121 -0.412 -0.3 -0.1 0.1 0.35
F -3.257 0.061 4.224 0.0 0.0 0.0 -0.30
C 1.200 1.326 2.011 0.0 -0.1 0.0 0.01
C -2.635 -1.953 3.186 0.0 -0.1 0.0 -0.55
H 4.118 -0.500 0.519 0.0 0.0 0.0 0.38
H 0.685 -4.223 -3.135 0.0 0.0 0.0 0.36
H 3.531 2.730 -0.899 0.0 0.0 0.0 0.43
H 4.150 0.094 -1.175 0.0 0.0 0.0 0.45
H -4.495 -0.747 -2.007 0.0 0.0 0.0 0.47
H 1.255 1.302 3.098 0.0 0.0 0.0 0.73
```
Positions in Å, forces in eV/Å.